A cluster of 2 separate species, ClHN2O in total, computed with the ωB97M-V functional and the def2-TZVPD basis.

Structure (XYZ):
```
5
Properties=species:S:1:pos:R:3:forces:R:3
N -0.76677 0.40317 0.25928 1.061 0.493 1.214
N 0.29591 -0.15378 0.27615 1.553 5.970 0.190
O 1.91904 1.04888 -0.16955 -2.301 -1.675 0.879
Cl -2.16431 -0.45547 -0.14145 -0.913 -1.021 -0.663
H 0.71614 -0.84279 -0.22443 0.600 -3.766 -1.620
```
Positions in Å, forces in eV/Å.

Calculated values
Total energy (Eh): -645.24036
LUMO level (alpha / beta) (eV): -2.22 / -2.22
ΔE to the lowest compared entry with this formula, charge and spin (eV): 7.482
Spin multiplicity: 1
Kohn-Sham gap (alpha / beta) (eV): 8.377 / 8.382

Listed below, in e, are the Löwdin charges computed for each atom:
1. N -0.420
2. N -0.007
3. O -0.243
4. Cl 0.608
5. H 0.062